Entry 1:
{"formula": "C4H6O2", "method": "ωB97M-V/def2-TZVPD", "multiplicity": 1, "e_above_lowest_kj_mol": 558.05, "lumo_ev": 0.91, "total_energy_ev": -8334.6773, "gap_ev": 9.8, "symbols": ["C", "O", "C", "C", "C", "O", "H", "H", "H", "H", "H", "H"], "positions_angstrom": [[0.27, -1.34, -0.22], [0.87, -1.13, 1.06], [0.36, 0.20, 1.17], [-0.25, 0.09, -0.20], [-0.65, 1.31, -1.28], [-1.51, 0.36, -0.63], [0.99, -1.71, -0.97], [-0.59, -2.03, -0.18], [-0.42, 0.32, 1.94], [1.17, 0.93, 1.32], [-0.62, 2.23, -0.67], [0.38, 0.77, -1.35]]}


Entry 2:
{"formula": "C4H6O2", "method": "ωB97M-V/def2-TZVPD", "multiplicity": 1, "e_above_lowest_kj_mol": 321.68, "lumo_ev": 0.91, "total_energy_ev": -8337.1272, "gap_ev": 9.3, "symbols": ["C", "O", "C", "C", "C", "O", "H", "H", "H", "H", "H", "H"], "positions_angstrom": [[0.30, -0.07, -1.74], [-0.95, 0.45, -1.36], [-1.17, 0.64, -0.03], [-0.41, 0.20, 0.97], [0.63, -0.49, 1.67], [-0.40, 0.30, 2.33], [0.56, 0.39, -2.69], [1.07, 0.16, -1.00], [0.25, -1.16, -1.87], [-2.05, 1.23, 0.17], [0.54, -1.57, 1.84], [1.63, -0.08, 1.72]]}


Entry 3:
{"formula": "C4H6O2", "method": "ωB97M-V/def2-TZVPD", "multiplicity": 1, "e_above_lowest_kj_mol": 513.45, "lumo_ev": 0.72, "total_energy_ev": -8335.1396, "gap_ev": 9.3, "symbols": ["O", "C", "C", "C", "O", "C", "H", "H", "H", "H", "H", "H"], "positions_angstrom": [[-0.56, 1.21, -1.50], [-0.40, 1.28, -0.17], [-0.45, 0.23, 0.71], [-0.29, -1.18, 0.16], [0.79, -0.96, -0.74], [1.49, 0.09, -0.12], [-0.26, 0.33, -1.79], [-0.34, 2.30, 0.19], [-0.50, 0.43, 1.77], [0.00, -1.89, 0.95], [-1.16, -1.57, -0.38], [1.69, -0.26, 0.93]]}


Entry 4:
{"formula": "C4H6O2", "method": "ωB97M-V/def2-TZVPD", "multiplicity": 1, "e_above_lowest_kj_mol": 124.86, "lumo_ev": 0.92, "total_energy_ev": -8339.1671, "gap_ev": 9.6, "symbols": ["C", "C", "C", "O", "C", "O", "H", "H", "H", "H", "H", "H"], "positions_angstrom": [[-1.65, 0.04, -0.74], [-0.18, 0.11, -0.45], [0.40, 1.15, 0.13], [1.71, 1.28, 0.46], [1.94, -1.71, 1.26], [1.50, -2.63, 1.76], [-2.14, -0.78, -0.20], [-2.16, 0.97, -0.47], [-1.84, -0.14, -1.81], [0.43, -0.75, -0.73], [-0.15, 2.05, 0.41], [2.14, 0.41, 0.36]]}


Entry 5:
{"formula": "C4H6O2Pb", "method": "ωB97M-V/def2-TZVPD", "multiplicity": 2, "s_squared": 0.7523, "e_above_lowest_kj_mol": 183.06, "lumo_ev": [-5.77, -5.68], "total_energy_ev": -13573.7540, "total_charge": 1, "gap_ev": [5.7, 6.5], "symbols": ["C", "O", "H", "H", "C", "C", "C", "O", "Pb", "H", "H", "H", "H"], "positions_angstrom": [[0.40, -0.15, -1.22], [0.20, 0.59, -2.33], [0.53, -1.21, -1.45], [-0.20, 1.45, -2.13], [-1.67, -1.18, 1.33], [-0.34, -0.73, 1.20], [0.00, 0.25, 0.12], [1.41, 0.31, -0.26], [2.97, 1.81, -0.20], [-2.40, -0.36, 1.26], [0.20, -1.70, 1.09], [-0.69, -0.33, 2.35], [-0.44, 1.25, 0.23]]}


Entry 6:
{"formula": "C4H6O2S", "method": "ωB97M-V/def2-TZVPD", "multiplicity": 1, "e_above_lowest_kj_mol": 257.96, "lumo_ev": [-1.04, -1.04], "total_energy_ev": -19172.6332, "gap_ev": [8.3, 8.3], "symbols": ["C", "C", "C", "C", "O", "O", "S", "H", "H", "H", "H", "H", "H"], "positions_angstrom": [[-1.08, 1.58, -0.03], [-0.77, -0.03, 0.00], [1.64, -0.10, 0.55], [0.48, -0.59, -0.45], [-2.21, 1.88, 0.18], [-2.11, -2.32, -0.20], [-2.27, -0.87, -0.03], [-0.28, 2.27, -0.24], [2.03, 0.70, -0.06], [1.15, 0.32, 1.34], [2.43, -0.80, 0.79], [0.20, -1.61, -0.35], [0.79, -0.43, -1.52]]}